Molecular formula: C8H20N7
Method: DFT, ωB97M-V/def2-TZVPD

Geometry as ORCA input:
```
! RIJCOSX wB97M-V def2-TZVPD def2/J DEFGRID3
* xyz 1 1
C 2.29 0.04 1.78
C 3.05 -0.54 -0.41
C 1.04 0.83 -0.23
C -5.01 -1.11 -0.02
C -0.44 1.01 -0.45
C -3.52 -1.28 0.31
C -1.21 -0.17 0.07
C -2.66 -0.26 -0.43
N 3.96 -2.64 -0.19
N 3.60 -1.77 -0.99
N 3.11 -0.67 1.03
N 1.59 -0.44 -0.70
N 1.34 0.84 1.24
N 1.54 3.38 -0.35
N 1.86 2.01 -0.76
H 2.43 0.00 2.80
H 3.78 0.23 -0.65
H -5.34 -0.24 0.38
H -5.25 -1.35 -1.10
H -5.47 -1.86 0.47
H -0.58 1.14 -1.46
H -0.67 1.87 0.04
H -3.08 -2.17 0.03
H -3.11 -1.13 1.38
H -1.03 -0.21 1.21
H -0.78 -1.04 -0.18
H -2.73 -0.47 -1.45
H -2.88 0.85 -0.36
H 4.35 -3.45 -0.61
H 3.47 -1.56 1.42
H 1.20 -0.63 -1.59
H 0.94 1.67 1.65
H 0.75 3.88 -0.81
H 1.53 3.34 0.66
H 1.93 1.90 -1.77
*
```

The SMILES is [H]/N=N/[C@@H]1NC=[NH+][C@@](CCCCC)(NN)N1. Its HOMO energy is -12.20 eV. For the total energy, the calculation gives -19040.6912 eV. The calculation puts the energy above the lowest of the compared OMol25 structures with the same formula, charge and spin at 214.7 kJ/mol. Its orbital gap is 8.8 eV.

=====

Molecular formula: C8H20NOS
Method: DFT, ωB97M-V/def2-TZVPD

Geometry as ORCA input:
```
! RIJCOSX wB97M-V def2-TZVPD def2/J DEFGRID3
* xyz 1 1
C 0.32 2.77 2.34
C 1.37 0.65 1.73
C -1.66 -1.09 -0.64
C 1.67 -0.55 -2.64
C -0.53 -1.69 -3.23
C -0.83 0.54 2.89
C -0.01 1.27 1.87
C -0.12 -0.84 -0.85
N 0.15 -0.73 -2.39
O -1.93 0.98 3.50
S 0.81 -2.42 -0.34
H 0.87 2.75 3.26
H -0.50 3.48 2.34
H 0.99 3.18 1.59
H 1.87 1.23 0.93
H 2.10 0.86 2.60
H 1.36 -0.45 1.57
H -2.27 -1.94 -1.04
H -1.88 -1.07 0.35
H -2.17 -0.19 -1.18
H 2.11 -1.49 -3.15
H 1.84 0.36 -3.28
H 2.03 -0.53 -1.64
H -0.29 -2.73 -2.87
H -1.54 -1.49 -3.07
H -0.41 -1.57 -4.34
H -0.69 1.34 1.03
H -0.53 -0.34 3.38
H -0.21 0.21 -2.55
H -2.35 1.68 2.93
H 0.44 -2.15 0.90
*
```

Its HOMO energy (spin up / spin down) is -9.88 / -9.88 eV. For the total energy, the calculation gives -22981.1134 eV. The calculation puts the energy above the lowest of the compared OMol25 structures with the same formula, charge and spin at 365.6 kJ/mol. Its orbital gap (spin up / spin down) is 4.2 / 4.2 eV.

=====

Molecular formula: C8H20O18P2V2
Method: DFT, ωB97M-V/def2-TZVPD

Geometry as ORCA input:
```
! RIJCOSX wB97M-V def2-TZVPD def2/J DEFGRID3
* xyz 1 2
O 2.79 -1.83 -14.32
V 1.50 -1.04 -14.62
O 0.82 -1.53 -15.99
O 3.69 1.33 -10.77
V 3.76 1.36 -12.37
O 4.44 0.04 -12.84
O 0.30 1.67 -11.85
C 0.68 0.69 -12.64
O 0.03 0.33 -13.59
O 1.67 0.04 -12.54
H -0.48 1.86 -12.38
O 3.47 2.70 -16.46
C 3.10 1.75 -15.62
O 2.53 0.74 -16.02
O 3.18 2.04 -14.44
H 3.13 2.44 -17.32
C 6.55 4.82 -10.47
O 7.32 4.43 -11.57
P 7.37 2.88 -12.04
O 6.02 2.29 -12.25
O 8.38 2.85 -13.38
C 7.99 1.85 -14.36
O 8.31 2.14 -10.86
C 9.66 2.49 -10.67
H 5.65 4.21 -10.44
H 6.18 5.78 -10.81
H 7.17 4.83 -9.58
H 8.06 2.41 -15.29
H 6.97 1.45 -14.32
H 8.63 0.98 -14.53
H 9.96 3.47 -11.03
H 10.41 1.85 -11.14
H 9.90 2.79 -9.65
C 1.23 4.86 -10.27
O 2.38 5.60 -10.79
P 3.21 5.14 -12.05
O 3.56 3.67 -12.10
O 2.23 5.54 -13.34
C 1.10 4.90 -13.76
O 4.35 6.35 -12.15
C 3.88 7.75 -12.12
H 0.28 5.32 -10.01
H 1.37 4.47 -9.27
H 1.25 3.95 -10.87
H 1.02 3.89 -13.35
H 1.05 4.92 -14.85
H 0.28 5.54 -13.46
H 3.46 8.01 -11.15
H 3.08 8.12 -12.77
H 4.80 8.32 -12.23
*
```

Its HOMO energy (spin up / spin down) is -13.64 / -13.60 eV. For the total energy, the calculation gives -115422.7906 eV. Its orbital gap (spin up / spin down) is 7.8 / 4.9 eV.

=====

Molecular formula: C8H21BNO3S
Method: DFT, ωB97M-V/def2-TZVPD

Geometry as ORCA input:
```
! RIJCOSX wB97M-V def2-TZVPD def2/J DEFGRID3
* xyz -1 1
C 1.70 -1.09 0.32
C 0.58 -1.14 -0.67
C -0.06 0.23 -0.73
C -0.43 0.85 0.61
S -1.49 0.18 -1.98
B -3.18 -0.03 -1.24
O -4.07 1.06 -1.44
N -3.61 -1.22 -0.52
C -3.33 -1.21 0.91
C -3.21 -2.48 -1.13
H 2.42 -0.34 0.02
H 1.33 -0.93 1.32
H 2.21 -2.05 0.35
H 1.01 -1.34 -1.65
H -0.12 -1.95 -0.45
H 0.70 0.87 -1.19
H 0.32 1.60 0.84
H -0.38 0.13 1.41
H -1.40 1.35 0.60
H -1.51 1.44 -2.41
H -4.18 1.51 -0.59
H -4.04 -1.84 1.44
H -3.47 -0.20 1.29
H -2.32 -1.56 1.15
H -3.24 -2.41 -2.21
H -3.93 -3.25 -0.86
H -2.23 -2.84 -0.79
O 5.93 2.21 2.01
C 5.28 1.83 0.94
C 3.71 2.34 0.96
O 3.05 1.95 -0.12
H 5.19 0.73 0.77
H 5.66 2.22 -0.04
H 3.79 3.44 1.11
H 3.32 1.96 1.93
*
```

Its HOMO energy is -0.98 eV. For the total energy, the calculation gives -27775.9861 eV. Its orbital gap is 2.2 eV.

=====

Molecular formula: C8H21I2O2P2Zr
Method: DFT, ωB97M-V/def2-TZVPD

Geometry as ORCA input:
```
! RIJCOSX wB97M-V def2-TZVPD def2/J DEFGRID3
* xyz 3 1
I 0.74 3.46 0.01
I -3.43 0.72 -0.38
Zr -0.68 0.55 -0.08
P 0.07 0.27 -2.62
C 0.10 1.87 -3.53
C 1.70 -0.50 -2.81
H 1.85 -0.77 -3.85
H -0.41 -1.03 -4.56
H 1.75 -1.41 -2.20
H -1.08 -1.79 -3.09
H 0.83 2.56 -3.07
H 2.48 0.19 -2.48
C -0.94 -0.85 -3.62
H 0.34 1.70 -4.59
H -1.90 -0.39 -3.79
H -0.90 2.34 -3.45
P -0.48 0.37 2.56
C -0.64 2.01 3.39
C -1.68 -0.71 3.38
H 1.25 -1.31 2.57
H 0.99 -0.61 4.18
H 1.90 0.31 2.93
C 1.08 -0.38 3.12
H -1.71 -1.68 2.86
H -1.36 -0.85 4.41
H -0.62 1.88 4.49
H -1.60 2.47 3.09
H -2.66 -0.24 3.32
H 0.17 2.68 3.07
C 1.58 1.31 0.14
O 2.72 1.03 0.27
C 0.13 -2.70 0.07
O -0.28 -1.33 0.00
H 0.63 -2.89 1.02
H 0.82 -2.93 -0.74
H -0.77 -3.34 -0.02
*
```

Its HOMO energy (spin up / spin down) is -19.68 / -19.68 eV. For the total energy, the calculation gives -48760.5101 eV. Its orbital gap (spin up / spin down) is 3.3 / 3.3 eV.

=====

Molecular formula: C8H21InNO
Method: DFT, ωB97M-V/def2-TZVPD

Geometry as ORCA input:
```
! RIJCOSX wB97M-V def2-TZVPD def2/J DEFGRID3
* xyz -1 1
N 2.54 -1.26 0.30
C 1.07 -1.44 0.44
C 0.37 -0.19 1.00
C -0.58 -0.45 2.19
C -2.00 -0.85 1.82
C -2.14 -2.12 0.95
In -3.56 -1.90 -0.79
H 2.98 -1.81 1.04
H 2.83 -1.73 -0.56
H 0.63 -1.68 -0.52
H 0.85 -2.27 1.11
H -0.16 0.35 0.21
H 1.16 0.48 1.35
H -0.62 0.47 2.77
H -0.13 -1.20 2.84
H -2.51 -0.01 1.34
H -2.53 -1.03 2.75
H -2.51 -2.94 1.56
H -1.19 -2.44 0.53
H -2.74 -2.41 -2.31
H -5.00 -2.96 -0.61
H -4.00 -0.16 -0.83
C 1.66 4.00 -1.30
C 1.10 2.65 -1.72
O -0.09 2.48 -1.84
C 2.11 1.56 -1.98
H 0.84 4.70 -1.15
H 2.23 3.90 -0.38
H 2.32 4.38 -2.08
H 2.69 1.37 -1.08
H 2.78 1.86 -2.79
H 1.59 0.64 -2.26
*
```

Its HOMO energy is -4.00 eV. For the total energy, the calculation gives -17346.2553 eV. The calculation puts the energy above the lowest of the compared OMol25 structures with the same formula, charge and spin at 0.0 kJ/mol. Its orbital gap is 6.9 eV.

=====

Molecular formula: C8H21NSi
Method: DFT, ωB97M-V/def2-TZVPD

Geometry as ORCA input:
```
! RIJCOSX wB97M-V def2-TZVPD def2/J DEFGRID3
* xyz 0 1
C -2.77 1.40 -0.91
C 2.18 1.34 -1.10
C 1.77 1.02 1.28
C 2.70 -0.94 0.05
C -1.48 -2.61 0.14
C -1.51 -0.90 1.80
C -1.40 1.78 -1.29
C 1.81 0.29 -0.04
N -0.96 -1.31 0.52
Si 0.01 -0.37 -0.59
H -2.74 1.17 0.05
H -3.57 2.19 -1.16
H -3.18 0.66 -1.55
H 2.08 0.88 -2.08
H 1.36 2.11 -1.11
H 3.06 1.84 -0.78
H 1.54 0.43 2.11
H 0.97 1.83 1.37
H 2.77 1.27 1.40
H 3.79 -0.82 -0.02
H 2.51 -1.57 0.94
H 2.51 -1.62 -0.85
H -1.51 -3.23 1.00
H -2.38 -2.61 -0.24
H -0.71 -3.07 -0.56
H -1.39 -1.74 2.45
H -0.89 -0.31 2.47
H -2.44 -0.42 1.75
H -1.01 2.66 -0.92
H -1.10 1.77 -2.35
H -0.05 -1.11 -1.78
*
```

Its HOMO energy is -7.30 eV. For the total energy, the calculation gives -18000.9524 eV. The calculation puts the energy above the lowest of the compared OMol25 structures with the same formula, charge and spin at 387.0 kJ/mol. Its orbital gap is 8.1 eV.

=====

Molecular formula: C8H22ClCoPrSi
Method: DFT, ωB97M-V/def2-TZVPD

Geometry as ORCA input:
```
! RIJCOSX wB97M-V def2-TZVPD def2/J DEFGRID3
* xyz -1 7
Co -1.80 1.26 -1.20
Cl -3.84 0.81 -0.57
C -1.37 0.92 -3.14
C -1.98 3.31 -1.39
H -1.54 1.80 -3.78
H -0.34 0.52 -3.32
H -2.08 0.10 -3.32
H -1.63 3.77 -2.31
H -1.75 3.97 -0.50
H -3.10 3.36 -1.36
Pr 1.22 0.81 -0.27
C 0.20 1.34 1.83
C -0.29 2.65 -1.23
H 0.64 2.35 1.98
H -0.84 1.51 1.50
H 0.32 0.74 2.74
H 0.10 3.34 -0.43
H 0.39 2.61 -2.12
C 2.58 -1.06 1.18
Si 1.05 -2.14 0.91
C 1.44 -3.88 0.41
C 0.12 -2.19 2.58
C 0.03 -1.21 -0.33
H 3.28 -1.70 1.73
H 2.48 -0.13 1.79
H 3.09 -0.73 0.25
H 2.08 -4.18 1.26
H 0.58 -4.54 0.31
H 2.01 -3.90 -0.53
H -0.11 -1.19 2.95
H -0.84 -2.76 2.55
H 0.85 -2.70 3.22
H 0.10 -1.72 -1.32
H -1.04 -1.15 -0.07
*
```

Its HOMO energy (spin up / spin down) is -1.19 / -5.10 eV. For the total energy, the calculation gives -80743.4404 eV. Its orbital gap (spin up / spin down) is 4.1 / 7.8 eV.

=====

Molecular formula: C8H22ClFN2O2Pd
Method: DFT, ωB97M-V/def2-TZVPD

Geometry as ORCA input:
```
! RIJCOSX wB97M-V def2-TZVPD def2/J DEFGRID3
* xyz 0 3
Pd 22.23 -3.38 -19.60
Cl 22.18 0.80 -18.74
F 22.87 -5.41 -16.79
C 19.95 -6.07 -22.55
C 19.06 -4.87 -22.43
C 18.05 -4.87 -21.18
O 18.85 -4.53 -20.02
C 18.10 -4.31 -18.87
N 20.06 -3.74 -22.32
H 20.66 -6.09 -23.38
H 19.19 -6.84 -22.70
H 20.48 -6.40 -21.66
H 18.61 -4.70 -23.41
H 17.55 -5.80 -20.91
H 17.32 -4.07 -21.24
H 17.39 -5.08 -18.57
H 17.52 -3.40 -19.07
H 18.80 -4.15 -18.05
H 20.65 -3.86 -23.13
H 19.53 -2.93 -22.60
C 27.60 -2.96 -20.82
C 27.28 -3.68 -22.12
C 28.47 -4.26 -22.91
O 28.02 -4.76 -24.13
C 28.96 -5.73 -24.65
N 26.22 -4.69 -21.76
H 28.52 -3.30 -20.36
H 26.74 -2.92 -20.15
H 27.76 -1.91 -21.07
H 26.78 -3.07 -22.87
H 28.84 -5.07 -22.28
H 29.20 -3.45 -23.03
H 29.90 -5.28 -24.94
H 28.48 -6.12 -25.55
H 29.15 -6.54 -23.95
H 26.39 -5.30 -22.54
H 26.64 -5.26 -21.04
*
```

Its HOMO energy (spin up / spin down) is -9.79 / -7.34 eV. For the total energy, the calculation gives -34438.7961 eV. The calculation puts the energy above the lowest of the compared OMol25 structures with the same formula, charge and spin at 802.7 kJ/mol. Its orbital gap (spin up / spin down) is 8.8 / 3.0 eV.

=====

Molecular formula: C8H22F9N4O14S2Y
Method: DFT, ωB97M-V/def2-TZVPD

Geometry as ORCA input:
```
! RIJCOSX wB97M-V def2-TZVPD def2/J DEFGRID3
* xyz 0 1
Y 1.49 -0.91 0.07
C 0.30 -0.21 4.75
F 0.29 -0.55 6.10
F -0.93 0.10 4.33
F 1.19 0.76 4.63
S 0.91 -1.83 3.80
O 1.42 -1.47 2.45
O 2.00 -2.22 4.76
O -0.20 -2.80 3.83
C 1.76 3.50 -2.33
F 0.84 2.87 -3.05
F 2.48 4.28 -3.08
F 1.35 4.07 -1.17
S 3.00 2.06 -1.73
O 3.56 1.35 -2.92
O 4.05 2.78 -0.96
O 2.14 1.14 -0.93
C -0.93 -0.22 -2.87
O -1.90 0.30 -1.96
O 0.13 -0.59 -1.97
C -1.49 -1.37 -3.84
F -1.97 -0.85 -4.98
F -0.49 -2.14 -4.08
F -2.35 -2.15 -3.19
C -3.02 1.06 -2.52
C -3.45 1.88 -1.37
H -4.06 1.21 -0.76
H -2.68 2.30 -0.74
H -4.11 2.71 -1.63
H -3.69 0.29 -2.89
H -2.75 1.82 -3.26
H -0.50 0.60 -3.45
O 3.02 -2.72 0.65
H 3.10 -3.14 1.51
H 3.70 -3.13 0.13
O 3.29 -0.04 1.33
H 3.02 0.15 2.23
H 4.22 0.18 1.31
O 0.38 -3.16 -0.06
H -0.24 -3.74 0.37
H 1.00 -3.74 -0.50
O 2.71 -1.51 -1.90
H 2.34 -2.27 -2.35
H 3.01 -0.94 -2.60
C 0.06 2.02 1.63
O 0.76 1.02 1.56
N -1.14 2.10 1.22
N 0.48 3.13 2.22
H -1.56 1.26 0.84
H -1.48 3.04 1.09
H -0.12 3.94 2.16
H 1.43 3.07 2.56
C -2.09 -1.36 0.99
O -0.97 -0.92 0.93
N -2.91 -1.38 0.03
N -2.54 -2.11 1.92
H -3.89 -1.61 0.13
H -2.62 -1.03 -0.87
H -2.01 -2.24 2.78
H -3.34 -2.66 1.66
*
```

Its HOMO energy is -8.37 eV. For the total energy, the calculation gives -90454.8342 eV. Its orbital gap is 7.8 eV.

=====

Molecular formula: C8H22FeN5O11
Method: DFT, ωB97M-V/def2-TZVPD

Geometry as ORCA input:
```
! RIJCOSX wB97M-V def2-TZVPD def2/J DEFGRID3
* xyz -1 5
Fe 0.29 0.57 0.06
N -1.25 3.21 -1.41
O -1.06 2.26 -0.63
O -0.23 3.69 -1.89
O -2.36 3.71 -1.60
N 0.51 2.26 2.83
O -0.36 3.02 3.20
O 1.54 2.20 3.44
O 0.24 1.50 1.89
N 1.85 -1.85 1.69
O 2.64 -2.66 1.24
O 1.92 -1.68 2.92
O 1.22 -1.09 0.94
C -3.00 0.19 1.76
C -2.18 -1.06 1.46
C -2.95 -2.38 1.24
O -2.23 -3.36 0.42
C -1.22 -4.07 1.18
N -1.50 -0.69 0.23
H -3.41 0.01 2.76
H -3.92 0.26 1.19
H -2.43 1.12 1.75
H -1.46 -1.30 2.24
H -3.73 -2.03 0.56
H -3.53 -2.63 2.12
H -0.50 -3.39 1.63
H -0.72 -4.89 0.66
H -1.73 -4.53 2.02
H -2.21 -0.33 -0.39
H -1.35 -1.63 -0.10
C 2.01 -0.38 -3.77
C 1.75 -0.05 -2.25
C 2.43 1.25 -1.82
O 1.85 1.66 -0.60
C 2.48 2.87 -0.07
N 0.31 -0.06 -1.89
H 2.41 0.46 -4.32
H 1.23 -0.65 -4.48
H 2.72 -1.20 -3.85
H 2.22 -0.80 -1.62
H 2.45 2.03 -2.59
H 3.48 1.08 -1.61
H 2.09 3.80 -0.50
H 3.55 2.87 -0.28
H 2.39 2.88 1.01
H -0.13 -0.86 -2.33
H -0.12 0.68 -2.43
*
```

Its HOMO energy (spin up / spin down) is -5.56 / -5.31 eV. For the total energy, the calculation gives -73003.9775 eV. The calculation puts the energy above the lowest of the compared OMol25 structures with the same formula, charge and spin at 210.3 kJ/mol. Its orbital gap (spin up / spin down) is 7.8 / 7.6 eV.

=====

Molecular formula: C8H22IrN3O10P2
Method: DFT, ωB97M-V/def2-TZVPD

Geometry as ORCA input:
```
! RIJCOSX wB97M-V def2-TZVPD def2/J DEFGRID3
* xyz 3 2
Ir 0.23 -0.36 -0.42
C -1.41 3.98 -1.06
O -0.05 3.76 -1.57
C 0.50 2.61 -1.56
O -0.01 1.56 -1.18
N 1.80 2.77 -2.09
N 2.64 1.81 -2.37
H -1.59 5.04 -1.21
H -1.43 3.72 -0.01
H -2.10 3.38 -1.65
H 2.04 3.72 -2.38
H 3.49 2.08 -2.86
H 2.45 0.82 -2.09
C 4.57 -0.96 1.02
C 3.19 -1.60 1.14
O 3.16 -2.82 1.86
P 1.98 -0.59 2.04
O 2.75 0.18 3.14
O 0.90 -1.53 2.64
O 1.23 0.39 1.10
P 2.52 -1.95 -0.56
O 0.92 -2.34 -0.20
O 3.35 -2.84 -1.32
O 2.08 -0.56 -1.19
H 5.00 -0.84 2.01
H 4.52 0.01 0.54
H 5.22 -1.62 0.43
H 4.01 -3.27 1.80
H 2.38 0.92 3.64
H 1.22 -2.27 3.19
H 0.60 -3.25 -0.27
C -5.16 -0.61 -0.29
N -3.71 -0.39 -0.42
C -3.21 0.41 -1.53
C -2.87 -0.90 0.44
C -3.35 -1.73 1.58
O -1.60 -0.73 0.33
H -5.65 -0.26 -1.19
H -5.56 -0.07 0.56
H -5.38 -1.67 -0.18
H -4.05 0.77 -2.12
H -2.57 -0.20 -2.18
H -2.64 1.25 -1.15
H -4.12 -1.20 2.15
H -2.52 -1.98 2.23
H -3.81 -2.65 1.20
*
```

Its HOMO energy (spin up / spin down) is -18.76 / -18.76 eV. For the total energy, the calculation gives -54989.2436 eV. The calculation puts the energy above the lowest of the compared OMol25 structures with the same formula, charge and spin at 167.5 kJ/mol. Its orbital gap (spin up / spin down) is 7.3 / 6.5 eV.